Here is a 6-piece molecular cluster, C4H17NO7 overall at a distorted geometry from the OMol25 dataset. Energies are from ωB97M-V/def2-TZVPD.

```
29
Properties=species:S:1:pos:R:3
O 1.412 -2.403 1.043
C 0.539 -2.449 0.230
C 0.646 -1.863 -1.191
C 1.870 -0.895 -1.144
C 1.579 0.420 -1.815
O 0.520 0.993 -1.907
N -0.727 -1.358 -1.369
H -0.413 -3.005 0.407
H 0.792 -2.620 -1.999
H 1.957 -0.491 -0.125
H 2.770 -1.400 -1.518
H 2.450 1.103 -2.177
H -0.786 -0.417 -0.986
H -0.961 -0.976 -2.280
H -0.137 1.591 1.451
H -0.298 0.039 1.222
O 0.328 0.768 1.256
H 0.624 -1.880 2.792
H 0.769 -0.672 3.390
O 0.038 -1.299 3.306
H -2.870 -0.039 -1.410
H -4.070 -0.300 -0.427
O -3.811 -0.187 -1.370
H 0.089 2.460 -0.934
H -0.923 3.554 -1.103
O -0.067 3.393 -0.708
H -0.075 3.525 2.234
H -1.542 3.157 1.826
O -0.875 3.080 2.501
```

Its SMILES is N[C@H](C=O)CC=O.O.O.O.O.O. Its highest occupied orbital energy is -0.367 Eh. The LUMO energy is 0.17 eV.

These are the Mulliken partial charges, in e, on atoms 1 to 8:
1 O -0.52
2 C -0.24
3 C 0.08
4 C -0.42
5 C -0.08
6 O -0.58
7 N -0.64
8 H 0.39

=====

Here is C4H18HgO6 as an isolated structure at a distorted geometry from the OMol25 dataset. Energies are from ωB97M-V/def2-TZVPD.

```
29
Properties=species:S:1:pos:R:3
Hg 10.773 16.950 -13.008
C 14.685 17.561 -10.437
C 13.911 17.280 -11.737
O 12.755 16.489 -11.641
H 15.674 18.002 -10.557
H 14.740 16.683 -9.794
H 14.188 18.225 -9.728
H 14.601 16.889 -12.485
H 13.685 18.283 -12.100
C 7.494 18.510 -15.457
C 7.721 17.840 -14.129
O 8.641 16.809 -14.140
H 8.469 18.853 -15.802
H 6.795 19.346 -15.436
H 7.268 17.901 -16.332
H 6.789 17.404 -13.768
H 8.123 18.607 -13.468
O 11.680 15.361 -14.504
H 11.346 14.896 -15.271
H 12.594 15.087 -14.436
O 10.113 15.148 -11.591
H 10.273 14.732 -10.744
H 9.273 14.789 -11.879
O 10.110 18.651 -11.691
H 10.745 19.152 -11.178
H 9.259 18.905 -11.333
O 11.475 18.454 -14.615
H 12.305 18.556 -15.079
H 10.890 19.091 -15.026
```

As for the multiplicity: 2. Its highest occupied orbital energy (spin up / spin down) is 0.000 / -0.146 Eh. As for the total charge: -1. The LUMO energy (spin up / spin down) is 3.20 / 3.09 eV.

These are the Mulliken partial charges, in e, on atoms 1 to 8:
1 Hg -0.22
2 C -1.18
3 C -0.52
4 O -0.64
5 H 0.36
6 H 0.28
7 H 0.28
8 H 0.21

=====

Electronic energy for the records above, in order: -20244.711, -20895.688 eV
Energy relative to the best compared isomer or geometry (same formula, charge and spin) for the records above, in order: 1.855, 0.039 eV